Record 1
ORCA calculation (ωB97M-V/def2-TZVPD) on an isolated ion of composition C7H9N2O5P and charge -2 in a non-equilibrium geometry.

Net charge = -2
E_LUMO = 0.22585 Ha
2S+1 = 1
Energy above the lowest of the compared OMol25 structures with the same formula, charge and spin = 15.0 kcal/mol
Orbital gap = 0.1522 hartree
Highest occupied orbital energy = 2.004 eV
Largest force on an atom = 2.94 eV/Å

Geometry as XYZ:
```
24
C7H9N2O5P | the Open Molecules 2025 dataset | ωB97M-V/def2-TZVPD
C -2.769 0.531 1.010
C -1.590 -0.222 1.013
C -2.984 1.495 0.057
C -0.763 1.405 -0.419
C 0.198 -0.811 -2.329
C 2.155 -1.628 1.457
C 0.629 -0.547 -0.065
N -0.686 -0.050 -0.119
N -1.843 2.122 -0.491
O 2.141 1.481 1.366
O 0.486 1.966 -0.651
O 2.841 1.096 -1.044
O 0.884 -1.326 -1.255
O 0.798 -1.403 1.027
P 1.784 1.106 -0.007
H -3.501 0.303 1.760
H -1.095 -0.539 2.020
H -4.005 2.041 -0.153
H 0.431 -1.380 -3.201
H 0.356 0.234 -2.541
H -0.848 -1.053 -2.152
H 2.668 -2.622 1.252
H 2.095 -1.471 2.507
H 2.617 -0.727 0.955
```

---

Record 2
ORCA calculation (ωB97M-V/def2-TZVPD) on one molecule with the formula C7H9N2OP in a non-equilibrium geometry.

SMILES = C#CCC[P@H](=O)n1ccnc1
Net charge = 0
E_LUMO = 0.02326 Ha
2S+1 = 1
Energy above the lowest of the compared OMol25 structures with the same formula, charge and spin = 42.3 kcal/mol
Orbital gap = 0.3634 hartree
Highest occupied orbital energy = -9.256 eV
Largest force on an atom = 4.72 eV/Å

Geometry as XYZ:
```
20
C7H9N2OP | the Open Molecules 2025 dataset | ωB97M-V/def2-TZVPD
C -4.161 0.906 -0.241
C -3.263 0.446 0.395
C -1.931 0.026 0.708
C -1.195 -0.525 -0.514
P 0.366 -1.299 -0.303
O 0.541 -2.223 0.811
N 1.575 -0.111 -0.136
C 2.741 -0.436 0.533
C 3.513 0.671 0.372
N 2.888 1.721 -0.282
C 1.761 1.195 -0.621
H -5.106 1.247 -0.655
H -1.338 0.784 1.236
H -2.106 -0.723 1.538
H -2.032 -1.228 -0.691
H -1.033 0.126 -1.358
H 0.461 -1.777 -1.572
H 2.841 -1.390 1.074
H 4.434 0.699 0.710
H 1.044 1.893 -1.007
```

---

Record 3
ORCA calculation (ωB97M-V/def2-TZVPD) on one molecule with the formula C7H9N3O2 in a non-equilibrium geometry.

SMILES = Cc1cc/c(=N/[N+](=O)[O-])n(C)c1
Net charge = 0
E_LUMO = -0.00534 Ha
2S+1 = 1
Energy above the lowest of the compared OMol25 structures with the same formula, charge and spin = 136.2 kcal/mol
Orbital gap = 0.3120 hartree
Highest occupied orbital energy = -8.634 eV
Largest force on an atom = 5.50 eV/Å

Geometry as XYZ:
```
21
C7H9N3O2 | the Open Molecules 2025 dataset | ωB97M-V/def2-TZVPD
C 3.149 0.464 0.151
C 1.707 0.369 0.113
C 1.138 1.734 0.055
C -0.262 1.773 0.105
C -1.104 0.571 0.036
N -2.343 0.790 -0.221
N -3.340 0.037 0.103
O -4.296 0.112 -0.618
O -3.252 -0.599 1.137
N -0.480 -0.653 -0.025
C -1.173 -1.943 -0.399
C 0.901 -0.677 0.054
H 3.596 1.172 0.867
H 3.745 -0.454 0.388
H 3.789 0.618 -0.787
H 1.908 2.476 0.180
H -0.816 2.728 0.186
H -1.942 -2.069 0.322
H -1.488 -1.877 -1.458
H -0.595 -2.847 -0.341
H 1.160 -1.723 0.152
```

---

Record 4
ORCA calculation (ωB97M-V/def2-TZVPD) on one molecule with the formula C7H9N5 in a non-equilibrium geometry.

SMILES = CCNc1ncnc2[nH]cnc12
Net charge = 0
E_LUMO = 0.03323 Ha
2S+1 = 1
Energy above the lowest of the compared OMol25 structures with the same formula, charge and spin = 11.6 kcal/mol
Orbital gap = 0.3386 hartree
Highest occupied orbital energy = -8.309 eV
Largest force on an atom = 4.29 eV/Å

Geometry as XYZ:
```
21
C7H9N5 | the Open Molecules 2025 dataset | ωB97M-V/def2-TZVPD
C 1.249 -3.172 -1.318
C 0.090 -2.090 -1.045
N 0.640 -1.006 -0.114
C -0.196 0.044 -0.099
N -0.947 0.267 -1.127
C -1.479 1.454 -1.251
N -1.534 2.530 -0.388
C -0.862 2.188 0.720
N -0.412 2.983 1.807
C 0.328 2.251 2.630
N 0.596 1.060 2.169
C -0.147 1.000 0.970
H 2.201 -2.554 -1.515
H 1.405 -3.975 -0.491
H 1.031 -3.812 -2.208
H -0.053 -1.680 -1.971
H -0.909 -2.496 -0.901
H 1.137 -1.201 0.707
H -1.960 1.721 -2.241
H -0.750 3.885 2.082
H 0.572 2.604 3.584
```